[1]
C41H52BClMoN10OS4 | the ωB97M-V functional and the def2-TZVPD basis

Geometry (Å):
Mo: -0.059 -0.160 0.172
Cl: 2.880 -5.257 4.297
C: 1.994 -4.322 3.148
C: 1.931 -4.749 1.816
C: 1.235 -4.024 0.876
C: 0.606 -2.824 1.232
O: -0.048 -2.142 0.303
C: 0.658 -2.408 2.582
C: -0.161 -1.324 3.013
N: -0.634 -0.422 2.211
C: -1.760 0.353 2.594
C: -2.016 0.849 3.841
C: -3.229 1.528 4.083
C: -4.156 1.688 3.092
C: -3.893 1.209 1.787
C: -4.786 1.353 0.703
C: -4.421 0.896 -0.533
C: -3.148 0.329 -0.707
N: -2.292 0.164 0.281
C: -2.671 0.562 1.536
C: 1.340 -3.183 3.538
H: 2.436 -5.663 1.533
H: 1.176 -4.357 -0.151
H: -0.485 -1.315 4.051
H: -1.287 0.747 4.634
H: -3.422 1.915 5.074
H: -5.096 2.188 3.288
H: -5.750 1.822 0.861
H: -5.079 0.976 -1.387
H: -2.825 0.025 -1.694
H: 1.356 -2.870 4.574
C: 5.759 -0.703 0.810
C: 5.361 0.583 1.533
C: 6.611 1.425 1.773
C: 4.684 0.305 2.869
N: 4.418 1.352 0.638
C: 4.698 2.587 0.076
C: 3.688 2.900 -0.759
N: 2.789 1.854 -0.724
B: 1.570 1.619 -1.589
N: 1.819 0.744 -2.800
C: 2.867 0.764 -3.696
C: 2.680 -0.257 -4.556
N: 1.528 -0.926 -4.175
C: 1.017 -0.298 -3.100
S: -0.443 -0.688 -2.240
C: 1.000 -2.176 -4.836
C: 1.898 -2.522 -6.020
C: 1.048 -3.317 -3.821
C: -0.411 -1.906 -5.349
N: 0.690 2.830 -1.812
C: 0.520 3.638 -2.915
C: -0.432 4.536 -2.604
N: -0.869 4.273 -1.311
C: -0.179 3.212 -0.843
S: -0.224 2.430 0.713
C: -2.005 5.079 -0.732
C: -2.256 4.791 0.742
C: -1.641 6.557 -0.882
C: -3.253 4.731 -1.541
C: 3.237 0.928 0.149
S: 2.408 -0.557 0.494
H: 6.484 -1.240 1.423
H: 6.227 -0.476 -0.149
H: 4.910 -1.362 0.645
H: 7.271 0.858 2.426
H: 6.380 2.364 2.279
H: 7.159 1.628 0.852
H: 5.380 -0.254 3.496
H: 3.771 -0.274 2.761
H: 4.432 1.237 3.377
H: 5.586 3.138 0.314
H: 3.529 3.775 -1.366
H: 0.848 0.938 -0.888
H: 3.662 1.487 -3.639
H: 3.272 -0.567 -5.395
H: 2.920 -2.746 -5.714
H: 1.904 -1.737 -6.777
H: 1.496 -3.420 -6.487
H: 2.070 -3.469 -3.469
H: 0.716 -4.233 -4.309
H: 0.402 -3.132 -2.965
H: -0.411 -1.077 -6.059
H: -1.110 -1.686 -4.545
H: -0.770 -2.795 -5.867
H: 1.078 3.502 -3.825
H: -0.845 5.333 -3.193
H: -1.372 4.965 1.354
H: -2.606 3.776 0.915
H: -3.034 5.481 1.070
H: -0.714 6.785 -0.354
H: -2.437 7.159 -0.446
H: -1.538 6.866 -1.922
H: -3.481 3.667 -1.451
H: -3.137 4.977 -2.597
H: -4.101 5.297 -1.157
S: 1.390 1.417 3.647
C: 2.244 2.842 3.925
N: 2.869 3.082 5.084
C: 3.605 4.304 5.394
C: 4.137 4.915 4.109
C: 2.998 5.054 3.112
N: 2.346 3.762 2.950
H: 2.775 2.360 5.779
H: 4.417 4.050 6.072
H: 2.953 5.015 5.910
H: 4.915 4.272 3.690
H: 4.579 5.888 4.314
H: 3.368 5.376 2.139
H: 2.283 5.806 3.461
H: 1.792 3.563 2.130

As for the spin multiplicity: 3. The calculation puts the energy at -4362.18059 Ha. The HOMO energy (spin up / spin down) is -12.24 / -12.25 eV. As for the total charge: +2. The HOMO-LUMO gap (spin up / spin down) is 6.33 / 6.64 eV.

***

[2]
C33H62N4O20 | the ωB97M-V functional and the def2-TZVPD basis

Geometry (Å):
C: -25.417 1.356 24.785
C: -25.291 1.885 26.227
C: -24.997 0.813 27.342
O: -23.665 1.104 27.692
C: -23.226 2.235 27.066
O: -22.092 2.743 27.162
O: -24.125 2.698 26.194
H: -26.182 0.579 24.760
H: -24.538 0.923 24.308
H: -25.873 2.108 24.140
H: -26.078 2.502 26.660
H: -24.999 -0.208 26.961
H: -25.564 1.066 28.238
C: -22.317 -2.617 32.334
C: -22.050 -2.895 30.824
C: -22.303 -4.304 30.246
O: -23.237 -4.122 29.170
C: -23.695 -2.850 29.142
O: -24.437 -2.323 28.300
O: -23.170 -2.223 30.120
H: -22.158 -1.547 32.469
H: -21.600 -3.211 32.901
H: -23.369 -2.775 32.571
H: -21.180 -2.402 30.390
H: -22.688 -4.951 31.034
H: -21.412 -4.779 29.836
C: -20.594 3.827 23.894
C: -20.446 5.220 23.259
C: -19.837 5.164 21.829
O: -20.798 5.907 21.091
C: -21.835 6.312 21.833
O: -22.826 6.963 21.499
O: -21.634 5.889 23.091
H: -20.866 3.983 24.938
H: -19.591 3.400 23.885
H: -21.342 3.175 23.441
H: -19.739 5.776 23.875
H: -19.836 4.117 21.527
H: -18.852 5.630 21.843
C: -24.375 -1.321 21.629
C: -25.073 0.051 21.369
C: -25.502 0.308 19.978
O: -26.773 0.975 20.079
C: -27.329 0.559 21.222
O: -28.464 0.617 21.459
O: -26.358 0.041 21.960
H: -24.468 -1.566 22.687
H: -23.308 -1.228 21.426
H: -24.824 -2.172 21.116
H: -24.492 0.868 21.795
H: -25.503 -0.583 19.349
H: -24.887 1.024 19.433
C: -31.628 0.156 30.437
C: -30.622 -0.758 29.676
C: -31.003 -1.231 28.275
O: -29.844 -0.959 27.525
C: -28.896 -0.353 28.238
O: -27.860 -0.001 27.736
O: -29.364 -0.087 29.484
H: -32.062 0.992 29.888
H: -31.213 0.615 31.334
H: -32.529 -0.396 30.706
H: -30.543 -1.652 30.294
H: -31.830 -0.622 27.910
H: -31.221 -2.299 28.243
C: -19.782 1.432 28.928
N: -20.294 1.916 30.218
C: -20.250 0.905 31.217
C: -20.614 3.196 30.373
O: -20.784 3.754 31.481
H: -19.383 2.263 28.346
H: -20.511 0.802 28.419
H: -18.935 0.782 29.149
H: -21.016 0.130 31.174
H: -19.312 0.352 31.160
H: -20.211 1.364 32.205
H: -20.731 3.720 29.412
C: -24.578 6.141 30.541
N: -24.994 4.836 29.996
C: -25.172 4.724 28.554
C: -25.025 3.742 30.813
O: -25.360 2.633 30.411
H: -24.483 6.118 31.627
H: -25.435 6.764 30.287
H: -23.661 6.417 30.020
H: -26.032 5.280 28.183
H: -24.325 5.090 27.973
H: -25.280 3.695 28.209
H: -24.759 3.920 31.866
C: -28.818 3.436 28.036
N: -29.398 3.490 29.383
C: -28.483 3.184 30.529
C: -30.723 3.688 29.585
O: -31.206 3.860 30.722
H: -27.782 3.765 28.110
H: -29.321 4.133 27.366
H: -28.486 2.527 27.534
H: -27.843 4.011 30.837
H: -29.007 2.746 31.378
H: -27.891 2.337 30.182
H: -31.367 3.707 28.692
C: -25.904 4.891 22.276
N: -26.029 5.144 23.752
C: -24.705 5.246 24.429
C: -27.178 4.894 24.426
O: -27.263 4.809 25.676
H: -25.081 4.236 21.988
H: -25.974 5.803 21.683
H: -26.762 4.279 21.998
H: -24.831 5.204 25.511
H: -24.093 4.356 24.281
H: -24.133 6.141 24.183
H: -27.996 4.681 23.721
C: -23.324 -2.570 25.436
O: -22.625 -3.456 24.574
H: -22.683 -2.411 26.303
H: -23.718 -1.664 24.976
H: -24.183 -3.138 25.793
H: -22.394 -4.222 25.106

The calculation puts the energy at -3018.41438 Ha. The HOMO energy is -8.59 eV. As for the total charge: 0. Its SMILES is C[C@H]1COC(=O)O1.C[C@H]1COC(=O)O1.C[C@H]1COC(=O)O1.C[C@H]1COC(=O)O1.C[C@H]1COC(=O)O1.CN(C)C=O.CN(C)C=O.CN(C)C=O.CN(C)C=O.CO. The HOMO-LUMO gap is 8.78 eV.

***

[3]
C3H8N2O2 | the ωB97M-V functional and the def2-TZVPD basis

Geometry (Å):
C: -1.036 -0.669 -1.469
N: 0.150 -0.337 -2.226
C: 1.083 0.338 -1.717
N: 1.072 1.136 -0.542
H: -0.829 -1.602 -0.933
H: -1.831 -0.980 -2.146
H: -1.400 0.079 -0.761
H: 2.012 0.378 -2.282
H: 1.864 1.755 -0.551
H: 0.225 1.683 -0.458
O: -1.007 0.670 2.235
C: -0.647 -0.465 2.108
O: 0.436 -0.824 1.402
H: -1.176 -1.323 2.539
H: 0.538 -0.131 0.705

The calculation puts the energy at -379.08651 Ha. The HOMO energy is -9.65 eV. As for the total charge: 0. Its SMILES is C/N=C\N.O=CO. The HOMO-LUMO gap is 10.39 eV.